{"formula": "C60H165N15O15", "method": "ωB97M-V/def2-TZVPD", "de_lowest_kj_mol": 280.55, "fmax_ev_per_a": 2.25, "homo_lumo_gap_ev": 9.01, "species": ["C", "C", "C", "O", "C", "N", "H", "H", "H", "H", "H", "H", "H", "H", "H", "H", "H", "C", "C", "C", "O", "C", "N", "H", "H", "H", "H", "H", "H", "H", "H", "H", "H", "H", "C", "C", "C", "O", "C", "N", "H", "H", "H", "H", "H", "H", "H", "H", "H", "H", "H", "C", "C", "C", "O", "C", "N", "H", "H", "H", "H", "H", "H", "H", "H", "H", "H", "H", "C", "C", "C", "O", "C", "N", "H", "H", "H", "H", "H", "H", "H", "H", "H", "H", "H", "C", "C", "C", "O", "C", "N", "H", "H", "H", "H", "H", "H", "H", "H", "H", "H", "H", "C", "C", "C", "O", "C", "N", "H", "H", "H", "H", "H", "H", "H", "H", "H", "H", "H", "C", "C", "C", "O", "C", "N", "H", "H", "H", "H", "H", "H", "H", "H", "H", "H", "H", "C", "C", "C", "O", "C", "N", "H", "H", "H", "H", "H", "H", "H", "H", "H", "H", "H", "C", "C", "C", "O", "C", "N", "H", "H", "H", "H", "H", "H", "H", "H", "H", "H", "H", "C", "C", "C", "O", "C", "N", "H", "H", "H", "H", "H", "H", "H", "H", "H", "H", "H", "C", "C", "C", "O", "C", "N", "H", "H", "H", "H", "H", "H", "H", "H", "H", "H", "H", "C", "C", "C", "O", "C", "N", "H", "H", "H", "H", "H", "H", "H", "H", "H", "H", "H", "C", "C", "C", "O", "C", "N", "H", "H", "H", "H", "H", "H", "H", "H", "H", "H", "H", "C", "C", "C", "O", "C", "N", "H", "H", "H", "H", "H", "H", "H", "H", "H", "H", "H"], "positions_angstrom": [[-20.5208, 2.1318, 11.3550], [-22.0242, 1.9800, 11.6395], [-22.4513, 0.5413, 11.3142], [-22.5946, 0.3313, 9.9259], [-23.3842, -0.8073, 9.6828], [-22.2262, 2.2716, 13.0652], [-20.2869, 2.0406, 10.2945], [-20.0046, 1.3894, 11.9698], [-20.1569, 3.0991, 11.7093], [-22.5786, 2.7271, 11.0693], [-23.3652, 0.3019, 11.8699], [-21.6915, -0.1177, 11.7616], [-23.3893, -1.0212, 8.6116], [-24.4548, -0.6845, 9.8872], [-22.9712, -1.6575, 10.2337], [-21.8219, 1.5408, 13.6437], [-23.2326, 2.3486, 13.2388], [-15.0708, 3.6822, 7.8161], [-14.9997, 2.5813, 8.9050], [-16.1046, 2.7186, 9.9522], [-15.9721, 4.0238, 10.5355], [-16.9880, 4.3058, 11.4639], [-15.1151, 1.3215, 8.1648], [-15.3544, 4.6031, 8.3279], [-15.7109, 3.4770, 6.9607], [-14.0581, 3.8091, 7.4319], [-14.0189, 2.6427, 9.3762], [-15.9575, 1.9933, 10.7618], [-17.1205, 2.7264, 9.5437], [-17.9079, 3.7210, 11.3615], [-17.3640, 5.3318, 11.3965], [-16.5705, 4.1963, 12.4690], [-15.3789, 0.5397, 8.7618], [-15.9009, 1.3816, 7.5259], [-18.3727, 5.2173, 19.8809], [-17.9192, 4.8884, 18.4610], [-18.3021, 3.5084, 18.0158], [-17.6994, 3.2887, 16.7637], [-17.6363, 1.9682, 16.2981], [-18.4407, 5.9530, 17.5970], [-18.0372, 6.2270, 20.1247], [-17.9317, 4.5626, 20.6320], [-19.4636, 5.2773, 19.9185], [-16.8392, 5.0410, 18.3643], [-19.3921, 3.3657, 17.9484], [-17.9938, 2.7371, 18.7386], [-18.5560, 1.3882, 16.4155], [-16.8056, 1.4380, 16.7737], [-17.4424, 1.9663, 15.2243], [-18.1742, 5.8041, 16.6313], [-19.4498, 5.8338, 17.6172], [-20.6827, 9.8618, 12.2683], [-22.0754, 9.9710, 12.8275], [-23.1403, 9.4339, 11.8598], [-23.1494, 10.1188, 10.6205], [-23.5498, 11.4579, 10.7457], [-22.1937, 9.3520, 14.1592], [-19.9257, 10.3091, 12.9126], [-20.5897, 10.4907, 11.3715], [-20.4209, 8.9022, 11.8178], [-22.2261, 11.0313, 13.0807], [-24.1587, 9.3496, 12.2614], [-22.9337, 8.3797, 11.6491], [-22.7610, 12.1545, 11.0455], [-24.4572, 11.5971, 11.3398], [-23.8053, 11.8352, 9.7505], [-23.1244, 9.5420, 14.5241], [-21.5403, 9.8345, 14.7759], [-26.0345, 7.3072, 15.6475], [-25.5640, 8.5389, 16.4261], [-24.4307, 8.1723, 17.3519], [-24.8016, 7.1704, 18.2765], [-25.5606, 7.6483, 19.3685], [-25.0628, 9.4411, 15.3647], [-26.3711, 6.5912, 16.4066], [-25.2245, 6.7786, 15.1468], [-26.8545, 7.5073, 14.9593], [-26.4448, 8.9665, 16.9161], [-24.0045, 9.0341, 17.8941], [-23.5269, 7.8444, 16.8282], [-24.8902, 8.2495, 19.9911], [-25.8385, 6.7848, 19.9734], [-26.4620, 8.2038, 19.1012], [-24.6494, 10.2370, 15.8630], [-25.9073, 9.8519, 14.9704], [-13.9510, 8.5213, 10.7116], [-13.7482, 9.2454, 12.0285], [-14.3623, 8.4342, 13.1874], [-15.7651, 8.2818, 12.9855], [-16.3101, 7.2480, 13.7783], [-12.3049, 9.3572, 12.2976], [-13.4504, 7.5534, 10.7753], [-13.5326, 9.0351, 9.8465], [-15.0221, 8.4275, 10.5327], [-14.1277, 10.2668, 12.0746], [-14.1998, 8.8255, 14.1960], [-13.9254, 7.4268, 13.1245], [-17.3832, 7.3126, 13.5947], [-16.1252, 7.2926, 14.8546], [-16.0123, 6.2530, 13.4324], [-11.9464, 8.4398, 12.5556], [-12.0787, 9.9150, 13.1143], [-19.4612, 5.2037, 8.7168], [-20.9571, 5.0632, 8.4837], [-21.6004, 6.4414, 8.6249], [-22.9776, 6.3502, 8.4193], [-23.5897, 7.6060, 8.2475], [-21.1510, 4.4234, 7.1843], [-18.7945, 4.3488, 8.5927], [-19.3672, 5.4930, 9.7692], [-18.9634, 5.9640, 8.1084], [-21.4385, 4.4384, 9.2444], [-21.1032, 7.0717, 7.8716], [-21.3086, 6.8679, 9.5954], [-23.6606, 8.0582, 7.2526], [-23.0953, 8.3532, 8.8768], [-24.6253, 7.5783, 8.5932], [-20.7113, 5.0199, 6.4785], [-22.1212, 4.5774, 6.8961], [-21.5088, 11.0891, 20.7073], [-22.5229, 10.0725, 21.2556], [-22.1555, 8.6290, 20.8802], [-23.0634, 7.8043, 21.5955], [-22.8458, 6.4274, 21.4570], [-22.5380, 10.3377, 22.7042], [-21.6610, 12.0224, 21.2493], [-21.6425, 11.2955, 19.6445], [-20.4775, 10.8020, 20.9217], [-23.5363, 10.2234, 20.8779], [-21.1336, 8.4870, 21.2532], [-22.2695, 8.4214, 19.8127], [-23.5614, 5.8336, 22.0185], [-21.8449, 6.2461, 21.8794], [-22.7998, 6.1524, 20.3947], [-21.6052, 10.2935, 23.1106], [-22.9592, 9.4956, 23.1066], [-25.3411, 3.9851, 15.3137], [-25.0948, 2.5448, 14.9500], [-26.1343, 1.6092, 15.5706], [-26.2677, 1.5692, 16.9803], [-25.1016, 1.0765, 17.6160], [-25.1439, 2.4835, 13.4734], [-24.7519, 4.7090, 14.7541], [-25.1452, 4.1284, 16.3813], [-26.3926, 4.1718, 15.0738], [-24.0801, 2.2924, 15.2867], [-25.9771, 0.5892, 15.1990], [-27.1050, 1.9540, 15.2043], [-24.2230, 1.7264, 17.5208], [-24.7895, 0.1023, 17.2282], [-25.3316, 1.0859, 18.6798], [-25.9454, 2.0434, 13.0413], [-25.0416, 3.4114, 13.0762], [-20.1488, 6.0688, 13.0203], [-19.9582, 5.6044, 14.4397], [-21.3058, 5.0534, 14.9695], [-21.2588, 4.8605, 16.3827], [-22.4939, 4.5205, 16.9590], [-18.8672, 4.6186, 14.4702], [-20.7085, 5.3186, 12.4509], [-19.1933, 6.2160, 12.5152], [-20.6827, 7.0182, 12.9734], [-19.6619, 6.4433, 15.0735], [-21.6276, 4.1005, 14.5386], [-22.0390, 5.8358, 14.7265], [-22.4460, 4.6671, 18.0408], [-22.7524, 3.4679, 16.7892], [-23.2813, 5.1806, 16.5816], [-19.1421, 3.8774, 13.8291], [-18.5807, 4.1539, 15.3418], [-23.3132, -1.6912, 14.3800], [-22.0103, -2.0668, 15.0556], [-21.7930, -1.2402, 16.3220], [-21.5145, 0.1101, 15.9527], [-21.2594, 0.8892, 17.1053], [-22.1304, -3.4778, 15.4669], [-23.3841, -2.2881, 13.4649], [-23.1754, -0.6681, 14.0125], [-24.2563, -1.7649, 14.9150], [-21.1627, -1.9702, 14.3726], [-20.8902, -1.6707, 16.7743], [-22.6289, -1.2587, 17.0231], [-20.2738, 0.6886, 17.5353], [-22.1365, 0.8559, 17.7533], [-21.1197, 1.9131, 16.7410], [-21.2002, -3.7364, 15.8060], [-22.2189, -4.1592, 14.7195], [-25.3564, 5.1475, 24.1683], [-25.8859, 4.0258, 23.2615], [-24.9828, 2.8449, 22.9790], [-23.7762, 3.1183, 22.2669], [-23.9255, 3.0091, 20.8613], [-27.1584, 3.5489, 23.8493], [-24.5177, 5.6712, 23.7032], [-24.9368, 4.7784, 25.1055], [-26.1012, 5.9112, 24.3869], [-26.1360, 4.4630, 22.2839], [-25.4912, 2.0019, 22.4973], [-24.5628, 2.4169, 23.8942], [-24.3269, 2.0115, 20.6498], [-23.0042, 3.1630, 20.3055], [-24.6729, 3.7053, 20.4642], [-27.5299, 2.8669, 23.1918], [-27.8123, 4.3230, 23.8384], [-27.8363, 5.1249, 12.2399], [-26.9620, 5.4751, 11.0441], [-25.6443, 6.0923, 11.4580], [-24.7872, 5.0855, 11.9616], [-23.5289, 5.5405, 12.4179], [-26.7464, 4.2545, 10.2410], [-27.2691, 4.4584, 12.8930], [-28.7744, 4.6740, 11.9301], [-28.0020, 6.0449, 12.8078], [-27.4756, 6.2621, 10.4846], [-25.7969, 6.8865, 12.2034], [-25.1929, 6.6473, 10.6260], [-23.5431, 6.5391, 12.8691], [-22.8791, 5.6981, 11.5453], [-23.0667, 4.8137, 13.0814], [-25.9261, 3.7755, 10.5923], [-26.5403, 4.5194, 9.2840], [-20.0163, 11.3219, 8.5665], [-18.8065, 10.7106, 7.8681], [-18.4274, 9.2882, 8.3009], [-18.0581, 9.3451, 9.6421], [-17.9145, 8.0570, 10.2082], [-18.9604, 10.8324, 6.3970], [-19.9646, 11.1898, 9.6462], [-20.9619, 10.8875, 8.2308], [-20.1088, 12.3825, 8.3271], [-17.9153, 11.3294, 8.0327], [-17.6487, 8.9345, 7.6180], [-19.3556, 8.7384, 8.0901], [-17.2208, 7.4710, 9.5932], [-18.9203, 7.6366, 10.2980], [-17.4462, 7.9672, 11.1872], [-18.0765, 10.5638, 5.9577], [-18.8956, 11.8141, 6.1294], [-20.3402, 9.1397, 17.7144], [-19.2729, 9.4053, 16.6591], [-19.2542, 10.8858, 16.2669], [-20.4235, 11.2194, 15.5605], [-20.5437, 12.5615, 15.1537], [-17.9438, 8.9632, 17.0649], [-21.3805, 9.3408, 17.4436], [-20.0779, 9.7482, 18.5854], [-20.3767, 8.0978, 18.0450], [-19.4982, 8.8107, 15.7681], [-18.3975, 11.1085, 15.6193], [-19.1902, 11.4986, 17.1777], [-20.2383, 13.2169, 15.9765], [-21.5299, 12.7963, 14.7655], [-19.8025, 12.7410, 14.3626], [-17.5684, 9.3893, 17.9074], [-18.1481, 7.9957, 17.3372]], "mulliken_charge": [-1.337, 0.500, -0.695, -0.376, -0.802, 1.182, 0.680, 0.572, -0.537, 0.204, 0.404, 0.268, 0.300, 0.287, 0.306, -0.084, -0.811, -1.195, 0.307, -0.401, -0.408, 0.354, -0.749, 0.192, 0.385, 0.302, 0.332, 0.365, 0.153, -0.156, -0.401, 0.341, 0.273, 0.277, -1.586, -0.039, 0.189, -0.472, -0.796, -0.210, 0.378, 0.462, 0.219, 0.503, -0.386, 0.616, 0.126, 0.342, 0.265, 0.061, -0.188, -0.211, 1.122, -0.406, -0.056, -0.959, 0.789, 0.227, -0.469, -0.076, 0.495, 0.538, -0.734, 0.278, 0.296, 0.319, -0.266, -0.327, -1.340, 0.198, -0.476, 0.239, -0.486, -0.541, 0.424, -0.307, 0.669, 0.494, 0.494, -0.381, 0.103, 0.001, 0.283, 0.192, 0.283, -0.959, 0.401, -0.935, -0.036, -0.412, -0.734, 0.249, 0.423, 0.012, 0.349, 0.266, 0.364, -0.436, 0.619, 0.244, 0.278, 0.287, -0.687, 1.282, -0.289, -0.441, -0.638, -0.773, 0.500, -0.320, 0.378, -1.027, 0.731, -0.111, 0.301, 0.089, 0.262, 0.370, 0.323, -1.534, 0.492, -0.139, -0.421, 0.463, -0.831, 0.493, 0.230, 0.386, 0.223, 0.625, -0.164, -0.825, 0.501, -0.022, 0.300, 0.263, -0.960, 2.538, -1.347, -0.415, 0.103, -0.299, -0.484, 0.589, 0.690, -0.989, 0.429, 0.421, -0.289, 0.255, 0.278, 0.393, -0.897, 1.020, 2.813, -0.210, 0.588, 0.393, 0.230, -1.007, -0.737, -0.071, -1.592, -0.332, 0.000, 0.032, -0.458, -0.739, 0.322, -0.078, -0.883, 0.681, -0.944, 0.017, -0.479, -0.765, 0.408, -0.093, 0.297, 0.183, 0.256, 0.290, 0.542, 0.458, -0.523, 0.264, 0.279, -1.121, 1.037, -0.926, -0.364, -0.774, -0.781, 0.126, 0.326, 0.342, -0.063, 0.398, 0.281, 0.478, 0.154, 0.369, 0.281, 0.292, -0.968, -0.141, 0.447, 0.110, 1.587, -0.742, -0.138, 0.428, 0.299, 0.515, 0.091, -0.444, -0.093, -0.283, -1.149, 0.246, 0.305, -1.290, 0.578, -0.216, -0.385, 0.401, -0.828, -0.161, 0.356, 0.436, 0.339, 0.333, -0.208, 0.577, -0.122, -0.496, 0.274, 0.293, -1.152, 2.291, -1.593, -0.103, -1.199, -0.695, 0.476, 0.071, 0.116, -0.761, 0.461, 0.409, 0.407, 0.285, 0.374, 0.389, 0.150]}